(1)
Formula: C49H42AgN2P2Si
Source: the Open Molecules 2025 dataset
Level of theory: wB97M-V/def2-TZVPD

net charge = -1
spin multiplicity = 1
E = -3121.2087 a.u.
HOMO energy = -3.64 eV
gap between HOMO and LUMO = 6.20 eV
largest force on an atom = 0.496 eV/A

Cartesian coordinates (Å):
Ag1 -0.3415 1.1869 0.0053
C1 0.3369 -0.8563 -3.2652
Si1 -0.4456 -0.7482 -1.5226
C2 -2.3492 -0.7007 -1.9043
C3 -2.8422 -1.0514 -3.1666
C4 -4.1605 -0.8271 -3.5403
C5 -5.0366 -0.2282 -2.6461
C6 -4.5922 0.1019 -1.3741
C7 -3.2731 -0.1421 -0.9969
P1 -2.6881 0.1243 0.7334
C8 -4.0126 1.1589 1.4551
C9 -4.0081 2.4963 1.0412
C10 -4.9409 3.3901 1.5399
C11 -5.8782 2.9698 2.4777
C12 -5.8666 1.6556 2.9188
C13 -4.9382 0.7533 2.4104
C14 -3.0098 -1.5666 1.3909
C15 -1.9739 -2.2229 2.0473
C16 -2.1334 -3.5172 2.5276
C17 -3.3379 -4.1758 2.3452
C18 -4.3773 -3.5392 1.6741
C19 -4.2120 -2.2481 1.1976
C20 -0.2289 -2.5790 -0.9323
C21 -1.3070 -3.4750 -0.9691
C22 -1.1896 -4.7957 -0.5639
C23 0.0270 -5.2722 -0.0944
C24 1.1114 -4.4110 -0.0439
C25 0.9945 -3.0802 -0.4539
P2 2.4476 -1.9563 -0.3685
C26 2.6904 -1.7520 1.4397
C27 1.8723 -2.3143 2.4148
C28 2.1255 -2.0975 3.7641
C29 3.2057 -1.3235 4.1583
C30 4.0213 -0.7436 3.1942
C31 3.7537 -0.9441 1.8491
C32 3.7775 -3.1699 -0.7739
C33 3.7718 -3.6643 -2.0824
C34 4.7641 -4.5194 -2.5283
C35 5.8001 -4.8905 -1.6772
C36 5.8203 -4.4039 -0.3808
C37 4.8160 -3.5512 0.0683
H1 0.2260 -1.8544 -3.7010
H2 1.4043 -0.6255 -3.2110
H3 -0.1212 -0.1288 -3.9400
H4 -2.1693 -1.5050 -3.8861
H5 -4.4989 -1.1062 -4.5318
H6 -6.0612 -0.0211 -2.9312
H7 -5.2841 0.5599 -0.6752
H8 -3.2563 2.8375 0.3350
H9 -4.9219 4.4204 1.2073
H10 -6.6056 3.6686 2.8723
H11 -6.5823 1.3266 3.6627
H12 -4.9336 -0.2673 2.7723
H13 -1.0180 -1.7285 2.1528
H14 -1.3073 -4.0149 3.0215
H15 -3.4634 -5.1899 2.7043
H16 -5.3164 -4.0553 1.5145
H17 -5.0196 -1.7692 0.6556
H18 -2.2688 -3.1235 -1.3245
H19 -2.0515 -5.4521 -0.6076
H20 0.1311 -6.3011 0.2294
H21 2.0651 -4.7784 0.3188
H22 1.0280 -2.9246 2.1181
H23 1.4687 -2.5288 4.5087
H24 3.3977 -1.1515 5.2097
H25 4.8532 -0.1176 3.4927
H26 4.3747 -0.4660 1.0986
H27 2.9684 -3.3761 -2.7527
H28 4.7346 -4.8943 -3.5439
H29 6.5831 -5.5525 -2.0252
H30 6.6181 -4.6906 0.2938
H31 4.8415 -3.1963 1.0917
C38 1.2944 2.1831 2.9783
N1 0.5089 2.5079 1.8014
C39 0.2085 3.7406 1.6241
C40 -0.5494 4.2243 0.5126
C41 -0.9526 5.5401 0.2499
C42 -1.6153 5.4970 -0.9801
C43 -1.5618 4.1558 -1.3950
N2 -0.9223 3.3890 -0.5024
C44 0.4332 1.5928 4.0707
C45 -0.3972 0.5114 3.7953
C46 -1.2022 -0.0335 4.7816
C47 -1.1808 0.4930 6.0695
C48 -0.3582 1.5709 6.3538
C49 0.4385 2.1206 5.3542
H32 1.8078 3.0680 3.3772
H33 2.0626 1.4595 2.6865
H34 0.5420 4.4935 2.3501
H35 -0.7884 6.3976 0.8869
H36 -2.0721 6.3175 -1.5126
H37 -1.9558 3.7277 -2.3068
H38 -0.4119 0.1238 2.7848
H39 -1.8552 -0.8651 4.5463
H40 -1.8073 0.0663 6.8430
H41 -0.3447 1.9977 7.3494
H42 1.0716 2.9728 5.5763

Atomic forces in eV per Å
Ag 0.1968 -0.3699 -0.2660
C 0.0431 0.0071 0.0245
Si -0.0412 0.0851 0.1543
C 0.0523 0.1533 -0.0711
C -0.0021 0.0293 0.0013
C 0.0135 0.0079 0.0459
C 0.0267 -0.0008 -0.0043
C -0.0608 -0.0048 -0.0026
C 0.0193 -0.1018 0.1526
P -0.1665 -0.0009 -0.1192
C 0.0079 0.0127 -0.0625
C 0.0010 -0.0189 -0.0001
C -0.0081 -0.0237 0.0290
C 0.0121 -0.0040 -0.0127
C 0.0178 0.0024 -0.0025
C -0.0074 -0.0061 0.0493
C -0.0038 0.0514 0.0057
C -0.0173 -0.0235 0.0214
C 0.0005 0.0341 -0.0039
C -0.0173 0.0204 -0.0213
C 0.0252 -0.0175 0.0165
C -0.0048 -0.0061 -0.0074
C -0.0053 0.0309 0.0896
C 0.0096 -0.0455 -0.0357
C -0.0050 0.0393 -0.0164
C 0.0231 0.0491 0.0034
C -0.0301 -0.0317 -0.0059
C -0.0333 -0.0486 0.0535
P -0.0983 -0.0240 -0.0488
C 0.0389 0.0179 -0.0319
C -0.0261 -0.0164 0.0187
C -0.0080 0.0216 -0.0235
C -0.0204 0.0396 -0.0071
C -0.0257 0.0167 0.0135
C -0.0157 0.0229 -0.0131
C 0.0373 0.0839 -0.0559
C 0.0008 0.0006 0.0041
C 0.0027 -0.0051 0.0146
C -0.0165 0.0110 -0.0022
C -0.0154 0.0034 0.0086
C -0.0050 -0.0563 0.0649
H -0.0132 0.0209 -0.0476
H -0.0348 -0.0380 0.0289
H 0.0097 0.0280 0.0186
H 0.0106 0.0211 -0.0123
H -0.0005 0.0020 -0.0021
H -0.0013 -0.0086 -0.0052
H 0.0405 -0.0161 0.0101
H -0.0128 0.0071 0.0018
H 0.0071 -0.0010 -0.0104
H 0.0053 0.0057 0.0046
H 0.0023 -0.0049 0.0025
H -0.0150 -0.0063 -0.0196
H 0.0540 0.0366 0.0064
H -0.0005 -0.0011 -0.0066
H -0.0077 0.0003 0.0078
H -0.0005 -0.0046 -0.0022
H 0.0139 0.0067 -0.0011
H -0.0065 -0.0224 -0.0001
H -0.0048 0.0095 0.0007
H 0.0079 -0.0011 -0.0025
H 0.0134 -0.0023 -0.0002
H 0.0262 -0.0087 0.0022
H -0.0229 -0.0016 0.0181
H -0.0018 -0.0010 0.0059
H 0.0080 -0.0008 -0.0085
H 0.0053 -0.0016 0.0091
H 0.0143 0.0069 -0.0052
H -0.0019 0.0002 -0.0036
H -0.0031 -0.0059 -0.0021
H 0.0016 0.0015 0.0028
H 0.0071 0.0092 -0.0328
C -0.0287 -0.1043 0.0166
N 0.0895 0.1071 -0.0939
C -0.1040 0.0493 0.0278
C 0.1098 0.0505 -0.0376
C -0.0503 0.0011 0.0256
C -0.0135 -0.0727 0.0099
C -0.0264 0.0099 -0.0152
N -0.0200 -0.0087 0.1318
C 0.0557 -0.0061 0.0303
C -0.0281 -0.0038 0.0034
C 0.0047 0.0173 0.0053
C 0.0165 -0.0151 -0.0167
C 0.0123 0.0325 -0.0296
C 0.0222 -0.0257 0.0580
H 0.0057 0.0323 -0.0286
H -0.0300 -0.0079 0.0487
H 0.0087 0.0078 -0.0038
H 0.0136 0.0099 -0.0183
H 0.0066 0.0063 -0.0026
H -0.0093 -0.0075 -0.0017
H -0.0255 -0.0153 -0.0096
H 0.0043 -0.0245 -0.0180
H -0.0149 0.0065 -0.0054
H 0.0082 -0.0070 0.0057
H -0.0014 0.0033 0.0029


(2)
Formula: C49H43CsF3N2O3SbTe
Source: the Open Molecules 2025 dataset
Level of theory: wB97M-V/def2-TZVPD

net charge = -1
spin multiplicity = 2
E = -3056.3239 a.u.
<S²> = 0.77
HOMO energy (spin up / spin down) = -4.46 / -5.07 eV
gap between HOMO and LUMO (spin up / spin down) = 6.45 / 7.06 eV
largest force on an atom = 0.497 eV/A

Cartesian coordinates (Å):
Cs1 2.2697 -2.4166 0.8756
O1 4.9546 -2.0975 1.5233
C1 4.6954 -1.1749 2.3195
O2 4.5029 0.0329 2.0651
C2 4.4186 -1.5723 3.7704
C3 5.0754 -0.8828 4.7882
C4 4.8052 -1.2303 6.0952
C5 3.8680 -2.2244 6.3421
C6 3.2523 -2.8350 5.2644
N1 3.5291 -2.5398 3.9922
H1 5.7542 -0.0853 4.5248
H2 5.3028 -0.7302 6.9174
H3 3.6143 -2.5168 7.3527
H4 2.4998 -3.5997 5.4217
C7 -4.9066 -6.1141 -5.1809
C8 -3.9874 -5.3091 -4.3018
C9 -2.8415 -4.7168 -4.8045
C10 -1.9951 -3.9620 -3.9990
C11 -0.7594 -3.3680 -4.6192
C12 -2.3054 -3.7743 -2.6432
Te1 -1.0659 -2.6194 -1.3196
N2 -1.1481 -0.9570 0.5464
C13 -0.7618 -1.4727 1.6794
O3 -0.2095 -2.5840 1.9425
C14 -0.9702 -0.5545 2.8668
C15 0.0485 -0.4292 3.8039
C16 -0.1066 0.4134 4.8946
C17 -1.2903 1.1220 5.0745
C18 -2.3110 0.9897 4.1442
C19 -2.1445 0.1642 3.0418
C20 -1.1987 -0.8103 -2.4368
C21 -2.4546 -0.2016 -2.5819
C22 -3.6895 -0.7434 -1.9169
C23 -2.5585 0.9691 -3.3203
C24 -1.4516 1.5788 -3.8907
C25 -1.5746 2.8545 -4.6784
C26 -0.2151 0.9857 -3.7051
C27 -0.0660 -0.1986 -2.9909
C28 1.3326 -0.7417 -2.8179
C29 -3.4661 -4.3655 -2.1276
C30 -3.8613 -4.2290 -0.6789
C31 -4.2758 -5.1264 -2.9584
H5 -4.4379 -6.3465 -6.1350
H6 -5.8257 -5.5631 -5.3825
H7 -5.1866 -7.0514 -4.7022
H8 -2.5847 -4.8501 -5.8486
H9 -0.4875 -3.9042 -5.5274
H10 0.0711 -3.4141 -3.9112
H11 -0.9134 -2.3206 -4.8749
H12 0.9725 -0.9721 3.6563
H13 0.6997 0.5237 5.6070
H14 -1.4068 1.7754 5.9287
H15 -3.2317 1.5423 4.2722
H16 -2.9195 0.0768 2.2933
H17 -3.4681 -0.9242 -0.8641
H18 -4.0093 -1.6774 -2.3719
H19 -4.5107 -0.0311 -1.9899
H20 -3.5310 1.4333 -3.4284
H21 -2.5236 3.3505 -4.4815
H22 -1.5156 2.6556 -5.7502
H23 -0.7681 3.5441 -4.4285
H24 0.6670 1.4678 -4.1075
H25 2.0674 0.0052 -3.1191
H26 1.4896 -1.6485 -3.4070
H27 1.5174 -0.9804 -1.7657
H28 -3.6030 -3.2432 -0.2871
H29 -3.3387 -4.9636 -0.0652
H30 -4.9302 -4.3953 -0.5579
H31 -5.1662 -5.5835 -2.5407
F1 4.2060 5.3938 5.0205
C32 3.5960 4.5492 4.1534
C33 3.5325 3.2096 4.4652
C34 2.8990 2.3530 3.5730
C35 2.3337 2.8391 2.3965
C36 2.4352 4.1993 2.1137
C37 3.0675 5.0673 2.9912
Sb1 1.3281 1.4491 1.0996
C38 -0.4687 2.5947 0.9187
C39 -0.8851 3.4895 1.8999
C40 -2.1268 4.1045 1.8229
C41 -2.9416 3.8057 0.7553
F2 -4.1547 4.4077 0.6757
C42 -2.5759 2.9158 -0.2298
C43 -1.3356 2.3018 -0.1377
C44 2.3041 2.1360 -0.7013
C45 3.6086 1.6783 -0.8979
C46 4.3221 2.0389 -2.0320
C47 3.7141 2.8569 -2.9604
F3 4.4086 3.2147 -4.0683
C48 2.4295 3.3312 -2.8013
C49 1.7260 2.9640 -1.6588
H32 3.9789 2.8506 5.3796
H33 2.8758 1.2943 3.7822
H34 2.0155 4.5917 1.1956
H35 3.1549 6.1238 2.7864
H36 -0.2356 3.7058 2.7414
H37 -2.4627 4.7981 2.5799
H38 -3.2536 2.6966 -1.0401
H39 -1.0582 1.5665 -0.8769
H40 4.0783 1.0459 -0.1526
H41 5.3342 1.6978 -2.1948
H42 1.9968 3.9738 -3.5551
H43 0.7179 3.3225 -1.5295

Atomic forces in eV per Å
Cs 0.0616 -0.1539 -0.3533
O 0.4657 -0.1351 0.0659
C -0.3659 -0.0253 -0.0761
O 0.0243 0.1338 0.0050
C 0.3566 0.1959 -0.1877
C -0.2087 -0.0920 0.0916
C 0.0565 0.0651 0.0716
C -0.0517 -0.0631 0.0860
C -0.0126 -0.0107 -0.0576
N 0.0274 0.1263 0.0282
H 0.0459 0.0298 0.0014
H 0.0087 0.0076 0.0049
H -0.0124 -0.0091 -0.0179
H -0.0178 -0.0125 -0.0007
C 0.0425 0.0481 0.0470
C -0.0382 -0.0480 -0.0365
C 0.0010 -0.0138 0.0222
C 0.1270 0.1098 0.0830
C -0.0075 -0.1070 0.1218
C 0.0659 -0.0672 -0.4883
Te 0.1286 0.0194 -0.0276
N 0.1572 0.1901 0.3191
C -0.2198 0.0089 0.2209
O -0.4011 -0.1754 -0.1399
C -0.0563 0.1130 -0.0370
C -0.0021 0.1747 0.1216
C -0.0060 0.0318 0.0157
C 0.0736 -0.0971 -0.1023
C 0.0391 0.0233 0.0667
C -0.0583 0.0497 -0.0937
C -0.1973 -0.0664 -0.1216
C 0.0302 -0.1479 0.0618
C 0.1475 0.1041 0.0331
C 0.0587 0.1562 -0.0770
C -0.0729 0.0409 -0.0287
C -0.0031 -0.0510 0.0052
C 0.0324 -0.0422 0.0108
C 0.0951 -0.1259 0.1138
C -0.1380 0.0410 0.1887
C 0.0629 0.0474 0.2747
C 0.0219 0.0761 -0.0343
C -0.1158 -0.0205 -0.0603
H 0.0250 -0.0035 -0.0564
H -0.0600 0.0193 -0.0344
H -0.0199 -0.0580 0.0281
H 0.0052 -0.0229 -0.0836
H 0.0182 -0.0173 -0.0402
H 0.0067 0.0204 -0.0973
H 0.0082 0.1345 0.0135
H 0.0267 -0.1229 0.0687
H 0.0727 -0.0020 0.0520
H -0.0135 0.0300 0.0370
H -0.0718 0.0316 -0.0148
H -0.0588 0.0003 -0.0398
H -0.0584 -0.0400 0.0730
H -0.0403 -0.1629 -0.0213
H -0.0119 0.0402 -0.0042
H -0.0958 0.0416 -0.0070
H -0.0364 0.0279 0.0094
H -0.0018 0.0117 -0.0345
H 0.0185 0.0342 0.0060
H 0.0701 -0.0003 -0.0217
H 0.0062 -0.0074 -0.0146
H -0.0102 -0.0120 0.0674
H 0.0229 0.0040 -0.1580
H -0.0819 -0.1080 0.0140
H 0.0564 -0.0042 0.0706
H -0.0725 -0.0251 0.0089
H -0.0505 -0.0223 0.0185
F 0.0375 0.0307 0.0348
C 0.0130 -0.0208 0.0463
C -0.0259 -0.0426 -0.0427
C -0.0095 0.1834 -0.0794
C -0.0602 -0.0781 -0.0189
C -0.0196 -0.1120 0.0189
C -0.0217 0.0406 -0.0609
Sb 0.3484 0.0616 -0.0138
C -0.0595 -0.1647 -0.0908
C 0.1526 -0.0506 -0.0464
C 0.0375 0.0598 0.1086
C -0.0586 0.0549 0.0150
F -0.0294 0.0008 -0.0113
C 0.0467 -0.0634 -0.0707
C 0.0181 0.1324 0.2762
C -0.1380 0.0611 0.1445
C -0.0924 0.0566 -0.0689
C 0.0529 -0.0436 0.0491
C -0.0356 0.0442 -0.0150
F 0.0040 0.0061 -0.0446
C 0.0179 -0.0034 0.0412
C 0.2462 -0.1314 -0.0138
H 0.0450 -0.0495 0.0947
H 0.0033 -0.1210 0.0403
H -0.0247 0.0287 -0.0488
H 0.0058 0.0834 -0.0168
H -0.0641 0.0143 -0.0139
H -0.0324 0.0455 0.0410
H -0.0753 -0.0318 -0.0991
H 0.0119 -0.1365 -0.1659
H 0.0777 -0.0799 0.0815
H 0.0567 -0.0186 -0.0162
H -0.0216 0.0394 -0.0486
H -0.2044 0.0882 0.0350


Listing energy relative to the best compared isomer or geometry (same formula, charge and spin) for the structures above in their given order: 0.000, 0.000 eV.